i | {"formula": "Cl3OP2", "method": "the ωB97M-V functional and the def2-TZVPD basis", "symbols": ["O", "P", "P", "Cl", "Cl", "Cl"], "positions_angstrom": [[-0.28, 0.42, -0.19], [-0.50, 1.94, -0.26], [-0.53, -1.34, -0.61], [0.28, 2.83, 1.38], [1.21, -1.72, -1.56], [-0.17, -2.14, 1.24]], "mulliken_charge": [-0.056, 0.596, 0.573, 0.011, -0.055, -0.070], "lumo_ev": -7.14, "orbital_gap_ev": 8.0, "charge": 1}


ii | {"formula": "Cl3OP2", "method": "the ωB97M-V functional and the def2-TZVPD basis", "symbols": ["O", "P", "P", "Cl", "Cl", "Cl"], "positions_angstrom": [[0.22, -0.75, 0.28], [1.71, -0.86, 0.53], [-0.98, 0.22, -0.63], [2.62, 0.45, -0.51], [-2.52, -0.93, -0.13], [-1.06, 1.87, 0.46]], "mulliken_charge": [-0.041, 0.583, 0.556, 0.035, -0.066, -0.067], "lumo_ev": -6.97, "orbital_gap_ev": 7.7, "charge": 1}


Which one sits at the top of the stability order? ii does.


i | {"formula": "C4H8O", "method": "the ωB97M-V functional and the def2-TZVPD basis", "symbols": ["O", "C", "H", "H", "C", "C", "C", "H", "H", "H", "H", "H", "H"], "positions_angstrom": [[5.36, -1.10, 0.02], [5.78, -1.18, -1.16], [6.04, -2.05, -1.80], [5.48, -0.38, -1.90], [-1.80, 1.03, -0.17], [-3.04, 0.63, 0.57], [-3.08, -0.19, 1.63], [-1.72, 2.10, 0.08], [-0.85, 0.54, 0.06], [-1.89, 0.85, -1.24], [-3.92, 0.77, -0.05], [-4.12, -0.51, 1.76], [-2.25, -0.51, 2.22]], "mulliken_charge": [-0.679, -0.503, 0.102, 0.080, -0.881, -0.021, -0.686, 0.238, 0.307, 0.272, 0.250, 0.218, 0.303], "multiplicity": 2, "lumo_ev": [2.89, 2.89], "orbital_gap_ev": [2.1, 5.2], "charge": -1}


ii | {"formula": "C4H8O", "method": "the ωB97M-V functional and the def2-TZVPD basis", "symbols": ["C", "C", "H", "H", "H", "H", "O", "C", "C", "H", "H", "H", "H"], "positions_angstrom": [[1.72, 0.81, -0.59], [2.38, 1.59, -1.42], [2.15, 0.01, 0.02], [0.64, 0.80, -0.51], [3.46, 1.62, -1.50], [1.86, 2.29, -2.08], [-1.72, 0.39, 0.32], [-0.99, -0.58, 0.75], [-1.46, -2.00, 0.84], [-0.02, -0.41, 1.25], [-0.64, -2.73, 0.76], [-1.99, -2.21, 1.79], [-2.18, -2.22, 0.05]], "mulliken_charge": [-0.421, -0.468, 0.211, 0.119, 0.239, 0.248, -0.828, -0.190, -0.859, 0.303, 0.218, 0.189, 0.239], "multiplicity": 2, "lumo_ev": [4.03, 4.00], "orbital_gap_ev": [3.5, 7.0], "charge": -1}


Which one sits at the top of the stability order? ii does.


i | {"formula": "C3H2Cl3N", "method": "the ωB97M-V functional and the def2-TZVPD basis", "symbols": ["C", "C", "C", "N", "Cl", "Cl", "Cl", "H", "H"], "positions_angstrom": [[-0.88, -1.80, 0.82], [-0.30, 0.51, 0.22], [-1.27, -0.51, 0.66], [-0.54, -2.81, 1.27], [0.52, 1.29, 1.75], [-4.83, 0.34, -0.79], [-2.95, -0.24, 0.81], [0.51, -0.03, -0.23], [-0.65, 1.49, -0.25]], "mulliken_charge": [0.277, -0.484, 0.294, -0.338, -0.165, -0.212, -0.022, 0.316, 0.333], "lumo_ev": [-2.67, -3.44], "orbital_gap_ev": [8.7, 6.4], "charge": 0}


ii | {"formula": "C3H2Cl3N", "method": "the ωB97M-V functional and the def2-TZVPD basis", "symbols": ["C", "C", "C", "N", "Cl", "Cl", "Cl", "H", "H"], "positions_angstrom": [[-0.10, 1.29, -0.96], [-0.19, 0.86, 0.37], [0.18, -1.08, 0.22], [0.14, 1.57, -2.04], [-0.83, -1.78, 1.51], [1.83, -1.36, 0.50], [-0.40, -1.70, -1.32], [-1.14, 0.95, 0.75], [0.51, 1.25, 0.97]], "mulliken_charge": [0.476, -0.880, 0.359, -0.355, -0.144, -0.095, -0.103, 0.356, 0.386], "lumo_ev": 0.01, "orbital_gap_ev": 10.7, "charge": 0}


Which one sits at the top of the stability order? ii does.


i | {"formula": "C7H15N2", "method": "the ωB97M-V functional and the def2-TZVPD basis", "symbols": ["C", "C", "C", "C", "C", "C", "C", "N", "N", "H", "H", "H", "H", "H", "H", "H", "H", "H", "H", "H", "H", "H", "H", "H"], "positions_angstrom": [[-2.54, -0.41, -0.02], [-1.93, 0.85, 0.43], [-0.45, 0.71, 0.74], [1.74, -0.12, 0.12], [2.54, 0.87, -0.09], [1.97, -1.37, 0.98], [0.05, 0.56, -1.59], [-1.83, -1.43, -0.23], [0.38, -0.03, -0.30], [-2.34, 1.58, -0.33], [-2.38, 1.04, 1.33], [0.09, 1.72, 0.81], [-0.51, 0.22, 1.75], [-3.59, -0.39, -0.34], [2.19, 1.76, -0.53], [3.59, 0.82, 0.22], [2.41, -1.23, 1.96], [2.36, -2.19, 0.43], [0.88, -1.73, 1.15], [0.86, 0.31, -2.34], [-0.85, 0.08, -1.85], [0.00, 1.60, -1.49], [-2.38, -2.27, -0.53], [-0.27, -0.93, -0.30]], "mulliken_charge": [-0.209, -0.694, -0.360, 0.584, -0.953, -1.114, -1.138, -0.464, -0.081, 0.355, 0.445, 0.352, 0.281, 0.411, 0.283, 0.327, 0.357, 0.347, 0.236, 0.363, 0.444, 0.462, 0.240, 0.527], "lumo_ev": -2.69, "orbital_gap_ev": 11.5, "charge": 1, "smiles": "[H]/N=C/CC[N@@H+](C)C(=C)C"}


ii | {"formula": "C7H15N2", "method": "the ωB97M-V functional and the def2-TZVPD basis", "symbols": ["C", "C", "C", "C", "C", "N", "C", "C", "N", "H", "H", "H", "H", "H", "H", "H", "H", "H", "H", "H", "H", "H", "H", "H"], "positions_angstrom": [[3.75, -0.12, 0.99], [2.73, 0.67, 0.20], [1.73, -0.02, -0.93], [0.20, 0.04, -0.27], [-0.71, -1.30, -0.67], [-1.96, -1.33, 0.19], [-2.40, 0.01, 0.73], [-1.94, 1.32, -0.14], [-0.58, 1.22, -0.79], [4.16, -1.17, 0.67], [4.22, 0.40, 1.96], [2.60, 1.84, 0.39], [1.81, 0.61, -1.93], [2.06, -1.13, -1.17], [0.38, 0.07, 0.91], [-0.09, -2.30, -0.64], [-1.07, -1.17, -1.79], [-1.72, -1.93, 1.04], [-2.72, -1.87, -0.31], [-3.59, 0.00, 0.70], [-2.14, 0.17, 1.89], [-2.78, 1.65, -0.91], [-1.87, 2.23, 0.64], [-0.05, 2.12, -0.75]], "mulliken_charge": [-0.634, -0.159, -0.617, 0.227, -0.910, -0.060, -0.561, -0.531, -0.410, 0.243, 0.231, 0.240, 0.332, 0.338, 0.233, 0.405, 0.293, 0.408, 0.410, 0.314, 0.300, 0.316, 0.281, 0.314], "lumo_ev": -3.49, "orbital_gap_ev": 8.5, "charge": 1, "smiles": "C=CC[C@@H]1C[NH2+]CCN1"}


Which one sits at the top of the stability order? i does.


i | {"formula": "C2H3I3O2", "method": "the ωB97M-V functional and the def2-TZVPD basis", "symbols": ["C", "C", "O", "O", "I", "I", "I", "H", "H", "H"], "positions_angstrom": [[-0.04, 0.49, 1.20], [-1.24, 1.16, 0.74], [0.64, -0.39, 0.46], [-1.64, 2.18, 1.18], [2.28, -1.32, -3.77], [-0.89, -0.83, 2.84], [-2.05, 0.24, -1.04], [0.53, 1.12, 1.84], [0.66, -0.02, -0.41], [1.74, -2.64, -3.04]], "mulliken_charge": [-0.187, 0.163, -0.345, -0.433, -0.108, 0.068, 0.037, 0.454, 0.243, 0.109], "lumo_ev": -1.04, "orbital_gap_ev": 8.8, "charge": 0, "smiles": "O=C(I)[C@H](O)I.I"}


ii | {"formula": "C2H3I3O2", "method": "the ωB97M-V functional and the def2-TZVPD basis", "symbols": ["C", "C", "O", "O", "I", "I", "I", "H", "H", "H"], "positions_angstrom": [[0.48, -0.68, -0.55], [-0.45, -0.20, 0.51], [0.14, -0.30, -1.81], [-0.04, -0.26, 1.75], [2.55, -0.14, -0.01], [-2.49, -0.43, 0.06], [-0.10, 3.03, 0.08], [0.51, -1.78, -0.54], [0.08, 0.66, -1.88], [-0.67, 0.11, 2.39]], "mulliken_charge": [-0.476, 0.005, -0.446, -0.364, 0.100, 0.235, -0.334, 0.537, 0.343, 0.401], "lumo_ev": [-2.58, -1.80], "orbital_gap_ev": [5.7, 6.9], "charge": 0}


iii | {"formula": "C2H3I3O2", "method": "the ωB97M-V functional and the def2-TZVPD basis", "symbols": ["C", "C", "O", "O", "I", "I", "I", "H", "H", "H"], "positions_angstrom": [[0.87, -0.43, -0.50], [-0.45, 0.16, 0.09], [-0.64, 1.32, -0.55], [-0.44, 0.43, 1.46], [2.25, 1.14, -0.43], [1.46, -2.32, 0.13], [-2.16, -1.26, -0.41], [0.46, -0.67, -1.93], [-0.72, 2.06, 0.10], [-0.63, -0.41, 2.03]], "mulliken_charge": [-0.525, -0.076, -0.406, -0.504, 0.133, 0.201, 0.058, 0.394, 0.337, 0.389], "lumo_ev": -0.25, "orbital_gap_ev": 8.9, "charge": 0}


Which one sits at the top of the stability order? i does.